No. 1
This record from OMol25 describes 2 unconnected molecules or ions with the total composition C7H10. The level of theory is ωB97M-V with the def2-TZVPD basis set.

Computed properties:
**LUMO**: 0.77 eV
**Net charge**: 0
**HOMO**: -8.1 eV
**SMILES**: C=CC1=CC=CC1.[H][H]
**Energy**: -272.63666 Eh

The geometry in XYZ format:
```
17
C7H10 | OMol25 | ωB97M-V with the def2-TZVPD basis set
C -2.45 0.02 -0.32
C -1.45 0.40 0.47
C -0.03 0.36 0.12
C 0.60 -0.37 -0.83
C 2.03 -0.07 -0.82
C 2.29 0.83 0.15
C 1.01 1.19 0.84
H -3.48 0.06 0.02
H -2.28 -0.34 -1.33
H -1.68 0.79 1.46
H 0.12 -1.08 -1.50
H 2.76 -0.53 -1.48
H 3.26 1.24 0.41
H 0.79 2.27 0.76
H 1.04 0.95 1.91
H -1.46 -2.55 0.17
H -1.08 -3.16 0.00
```

=====

No. 2
This record from OMol25 describes C7H10 in the gas phase at a distorted geometry. The level of theory is ωB97M-V with the def2-TZVPD basis set.

Computed properties:
**LUMO**: 0.95 eV
**Net charge**: 0
**HOMO**: -8.8 eV
**SMILES**: C=CC(=C)C(=C)C
**Energy**: -272.62612 Eh

The geometry in XYZ format:
```
17
C7H10 | OMol25 | ωB97M-V with the def2-TZVPD basis set
C -2.51 0.45 -0.34
C -1.34 0.80 0.19
C -0.29 -0.21 0.52
C -0.45 -0.94 1.63
C 1.01 -0.18 -0.17
C 1.74 -1.29 -0.33
C 1.49 1.09 -0.86
H -3.50 0.89 -0.20
H -2.56 -0.46 -0.92
H -1.15 1.76 0.67
H -1.44 -1.05 2.06
H 0.20 -1.70 2.06
H 1.34 -2.29 -0.25
H 2.68 -1.20 -0.86
H 1.66 0.94 -1.93
H 0.70 1.83 -0.79
H 2.40 1.53 -0.46
```

=====

No. 3
This record from OMol25 describes C7H10 in the gas phase. The level of theory is ωB97M-V with the def2-TZVPD basis set.

Computed properties:
**LUMO**: 1.16 eV
**Net charge**: 0
**HOMO**: -9.1 eV
**SMILES**: C=CCC1=C[C@H]1C
**Energy**: -272.60888 Eh

The geometry in XYZ format:
```
17
C7H10 | OMol25 | ωB97M-V with the def2-TZVPD basis set
C -0.86 -1.49 -2.05
C 0.18 -1.57 -1.22
C 1.11 -0.43 -0.92
C 0.90 0.06 0.47
C 1.29 0.44 1.64
C -0.19 0.46 1.41
C -0.97 1.76 1.22
H -1.54 -2.32 -2.20
H -1.08 -0.57 -2.59
H 0.37 -2.50 -0.68
H 0.91 0.40 -1.61
H 2.16 -0.72 -1.06
H 2.09 0.63 2.34
H -0.80 -0.33 1.87
H -1.90 1.58 0.68
H -1.22 2.23 2.17
H -0.38 2.47 0.63
```